Formula: C4H6OS
Source: OMol25
Level of theory: wB97M-V/def2-TZVPD

The HOMO-LUMO gap is 8.51 eV. For the strongest force on any atom, the calculation gives 0.111 Eh/bohr. The calculation puts the LUMO energy at 0.0 eV.

Last column: Löwdin charge in e.
Element x y z (Å)
C -0.48 0.02 1.61  -0.14
C -0.60 0.50 0.06  -0.95
S -1.75 1.42 -0.30  0.82
C 0.65 0.50 -0.77  -0.17
C 0.45 -0.93 -1.55  -0.28
O -0.26 -1.75 -1.16  0.08
H 0.44 0.27 2.06  0.00
H -0.37 -1.21 1.76  0.13
H -1.27 0.65 2.36  0.13
H 1.57 0.47 0.13  0.19
H 0.73 1.10 -1.64  0.07
H 0.89 -1.02 -2.57  0.12